(1)
117
Properties=species:S:1:pos:R:3:forces:R:3 method="wB97M-V/def2-TZVPD" lumo_ev=1.35 e_homo_ev=-2.244 total_charge=-1 e_tot_ha=-6264.7890
C -2.3276 -3.8231 1.5550 1.950 -5.073 4.273
C -1.0947 -3.0013 2.0608 -1.993 -1.716 -1.391
N -1.3970 -2.3722 3.3048 1.934 0.596 5.382
C -2.2959 -1.3621 3.5628 7.519 -4.013 1.105
C -2.1177 -0.8606 4.8547 1.344 -2.055 -0.264
N -1.0628 -1.6106 5.4157 -0.457 -0.342 -2.954
C -0.6822 -2.4921 4.4456 0.776 -0.243 -0.258
C -0.4619 -1.4118 6.6973 0.389 -0.043 1.317
H -2.5130 -4.6289 2.2652 0.198 -0.417 1.078
H -2.0383 -4.3836 0.6660 0.044 -0.103 0.817
H -3.2920 -3.3720 1.3213 0.098 -2.485 4.378
H -0.8518 -2.1992 1.3639 0.123 -0.986 0.346
H -0.2513 -3.6832 2.1691 -0.050 0.046 0.182
H -2.9046 -1.0653 2.7215 5.912 -3.323 -0.518
H -2.5987 -0.0596 5.3965 0.075 -0.318 -0.147
H 0.2229 -3.0811 4.4629 -0.126 -0.201 0.497
H -0.2135 -0.3686 6.8927 -0.471 0.140 -0.249
H 0.4898 -1.9117 6.8773 -0.052 -0.403 -0.772
H -1.1130 -1.7936 7.4836 -0.182 0.232 0.013
C 4.3927 -2.5401 1.8962 -0.549 0.149 -0.638
C 4.0292 -1.7325 0.6349 0.342 0.671 0.453
N 2.7843 -2.0825 -0.0698 1.515 -1.177 -0.196
C 1.6327 -2.3778 0.6093 -0.541 -0.667 -2.649
C 0.6233 -2.5744 -0.4275 4.783 2.391 2.239
N 1.3144 -2.4935 -1.6306 1.746 0.192 0.244
C 2.6317 -2.1453 -1.4045 -1.221 -1.036 1.323
C 0.7540 -2.5918 -2.9768 -0.178 0.393 -0.721
H 4.2584 -3.5839 1.6124 0.046 -0.176 0.546
H 3.8354 -2.2564 2.7890 -0.303 -0.228 -0.170
H 5.4388 -2.3488 2.1357 0.043 -0.074 -0.152
H 4.9299 -1.8351 0.0296 -0.490 0.074 -0.769
H 3.8831 -0.6809 0.8813 0.433 0.063 0.177
H 1.6784 -2.2730 1.6832 -0.631 -0.021 -0.230
H -0.4486 -2.6451 -0.3162 1.056 3.086 0.530
H 3.4300 -2.0263 -2.1221 -0.262 -0.069 0.015
H -0.2546 -3.0006 -2.9168 0.122 0.541 -0.108
H 1.3058 -3.1738 -3.7150 0.553 -0.835 0.773
H 0.8412 -1.6194 -3.4614 -0.957 0.098 0.240
C -0.8633 2.1253 -0.6374 -1.319 2.294 2.115
C 0.3026 2.9436 -1.1626 -4.615 1.719 5.667
N 0.8760 3.8034 -0.1570 -1.053 1.527 3.415
C 0.7653 5.1832 0.0145 -1.711 -0.635 -1.934
C 1.5485 5.5488 0.9914 2.343 -0.625 2.958
N 2.1755 4.3711 1.4704 -1.575 -0.498 -0.862
C 1.6887 3.3009 0.7596 0.037 5.476 0.130
C 3.1599 4.2362 2.5041 0.728 0.437 -0.017
H -1.4551 2.9035 -0.1554 -0.524 -0.228 0.639
H -0.4854 1.3881 0.0710 -0.853 1.517 0.399
H -1.5581 1.6118 -1.3020 0.504 0.948 -0.352
H -0.2183 3.5463 -1.9066 0.805 1.878 1.616
H 1.0127 2.2522 -1.6162 -0.982 3.399 5.125
H 0.0716 5.8289 -0.5036 0.009 -0.451 -0.329
H 1.6635 6.4657 1.5505 0.062 0.038 -0.372
H 1.8816 2.2504 0.9197 -0.131 1.832 0.268
H 3.1914 3.1943 2.8225 0.008 0.143 0.073
H 2.9932 4.9254 3.3320 -0.387 -0.215 0.082
H 4.1213 4.5339 2.0854 0.275 -0.256 0.073
C 2.6501 1.4179 -0.8916 8.630 9.979 4.381
C 2.7825 2.7409 -1.6199 4.220 0.801 0.382
N 3.2306 2.6817 -3.0285 -0.746 -1.046 -1.729
C 2.4816 2.0371 -4.0460 2.057 -1.468 -1.252
C 3.0846 2.1081 -5.2815 2.099 2.127 3.221
N 4.2695 2.8335 -4.9719 -0.259 0.415 0.777
C 4.3330 3.1432 -3.5676 -0.189 -0.430 -4.168
C 5.0772 3.4523 -6.0735 0.231 -0.097 3.045
H 1.6492 1.1152 -1.1991 2.074 8.118 9.209
H 2.7728 1.3976 0.1913 3.731 2.224 -2.366
H 3.3603 0.6815 -1.2677 1.778 1.551 -0.123
H 3.5999 3.1502 -1.0262 0.465 0.825 -0.632
H 1.8839 3.3246 -1.4204 2.213 0.114 -1.764
H 1.5840 1.5207 -3.7393 0.867 -0.690 -1.557
H 2.8969 1.9216 -6.3286 -0.415 -0.423 0.417
H 5.1408 3.6811 -3.0938 -0.170 0.003 -0.082
H 5.5722 4.1876 -5.4391 0.465 0.682 -1.020
H 4.4168 3.9073 -6.8117 0.324 -0.235 0.001
H 5.8483 2.7529 -6.3963 -0.392 0.039 -0.544
C -3.2630 -2.6809 -0.3219 2.527 0.985 -4.093
C -3.1356 -1.1793 -0.6226 6.993 0.548 8.568
N -1.7632 -0.6224 -0.4908 3.091 -0.877 -3.142
C -0.9747 -0.5432 0.6443 5.516 -2.071 -2.762
C 0.2827 -0.1430 0.2783 -5.425 -4.374 -2.347
N 0.3353 0.0143 -1.1122 -2.952 -2.376 0.862
C -0.9265 -0.2956 -1.5645 0.931 -0.431 3.150
C 1.5338 0.3241 -1.8511 -5.492 -15.239 -8.024
H -2.7925 -3.0156 0.6026 1.109 3.342 -6.420
H -2.7829 -3.1797 -1.1638 -1.020 -0.276 0.283
H -4.3094 -2.9091 -0.1196 1.526 -0.716 -1.425
H -3.7389 -0.6779 0.1342 1.876 -0.744 -0.319
H -3.5317 -0.8951 -1.5975 12.941 1.389 5.556
H -1.2833 -0.7726 1.6535 2.872 -2.004 -0.942
H 1.1770 -0.1352 0.8838 -5.544 -6.838 -2.606
H -1.2434 -0.2767 -2.5968 0.061 0.210 -0.253
H 1.5767 -0.3314 -2.7209 -0.571 -0.028 -1.347
H 2.3461 0.1203 -1.1534 -2.776 -5.944 -2.603
H 1.4506 1.3798 -2.1095 0.456 -3.517 -4.609
Cl -0.8648 -4.0046 -0.9005 -1.614 -7.719 -3.104
Cl 1.9197 0.8034 1.2444 8.328 2.864 14.184
Cl 0.3662 2.2216 -2.9316 -7.698 -1.711 -16.238
Cl -2.5265 -0.8233 -3.6049 1.974 0.056 -4.463
N -3.7926 -0.5172 3.3265 -10.012 9.233 2.481
S -4.6408 -1.1303 2.2486 -1.049 0.451 0.952
O -3.9417 -2.0286 1.3791 -3.449 1.939 6.729
O -5.8792 -0.4450 1.7737 -1.739 8.144 12.381
F -5.3428 -2.1159 3.3296 -0.573 -0.835 -0.352
S -3.2786 0.6777 2.2717 -4.672 4.675 -1.326
O -4.1267 1.8345 1.9402 1.316 -1.215 1.501
O -2.2384 0.2633 1.3850 -6.066 6.149 2.853
F -2.3094 1.2312 3.4373 0.251 1.557 0.520
N -6.2506 -1.0009 -2.0718 -3.519 -2.177 4.120
S -4.7961 -0.6620 -1.8894 -3.949 5.769 -6.187
O -3.9508 -1.8290 -2.1134 -11.138 -7.367 -10.484
O -4.3350 0.4447 -0.9844 -5.831 2.898 -3.727
F -4.8676 0.0018 -3.3579 -0.076 1.198 0.400
S -6.2590 -1.8645 -0.5711 -5.246 -5.325 -7.735
O -5.9835 -1.2213 0.6879 -1.511 -4.863 -9.301
O -6.0084 -3.3231 -0.6116 -1.990 2.437 -0.160
F -7.9139 -1.6997 -0.5760 1.003 -0.652 0.794

=====

(2)
136
Properties=species:S:1:pos:R:3:forces:R:3 method="wB97M-V/def2-TZVPD" lumo_ev=-0.67 e_homo_ev=-10.788 total_charge=0 e_tot_ha=-5504.8210
C -2.5197 0.3119 7.9504 -0.342 0.118 -0.162
N -2.7491 0.5357 6.4609 -4.463 -0.479 2.896
O -1.8115 0.9389 5.8790 1.154 0.433 -2.326
O -3.9531 0.3528 6.0796 3.503 0.414 0.082
H -3.4450 0.5018 8.4942 -0.034 -0.381 -0.348
H -1.7826 1.0325 8.3048 0.222 -0.301 -0.377
H -2.1833 -0.7222 8.0251 -0.011 0.167 0.254
C 0.7364 -3.3188 -4.5414 -0.650 0.709 -0.716
N 0.7874 -1.9276 -3.8923 4.915 -0.852 -1.523
O 1.8444 -1.2903 -4.1667 -1.741 -0.749 0.298
O -0.0303 -1.5425 -3.1513 -2.151 0.417 1.170
H 1.6530 -3.5627 -5.0785 0.205 0.489 0.614
H 0.0091 -3.1452 -5.3345 -0.403 -0.423 0.200
H 0.4471 -4.1133 -3.8535 -0.216 0.500 0.179
C -1.1705 -4.5844 -0.0244 -0.315 1.241 0.638
N -1.5769 -5.6085 -1.0089 1.590 -2.367 -2.050
O -0.9661 -5.5796 -2.1388 -2.226 0.148 3.259
O -2.2862 -6.5656 -0.6334 1.236 2.445 -0.891
H -1.7466 -4.6580 0.8980 0.111 -0.563 -0.252
H -1.3171 -3.5642 -0.3790 -0.252 -0.250 -0.686
H -0.0961 -4.6154 0.1566 -0.125 -0.586 -0.119
C -4.2758 3.2725 0.8958 -0.319 0.504 0.053
N -5.1373 3.6425 2.0943 1.556 -0.317 1.558
O -5.5872 2.7623 2.8234 0.015 0.357 -1.231
O -5.1161 4.8184 2.4143 -0.498 -0.181 -0.661
H -4.1767 2.1909 0.8039 -0.381 0.235 -0.098
H -3.3019 3.7447 1.0248 -0.023 -0.166 0.476
H -4.6969 3.8167 0.0505 -0.270 -0.536 -0.107
C 2.1274 -0.6175 6.4903 -0.578 0.341 0.206
N 1.8620 0.8098 6.7024 0.323 3.305 2.088
O 2.4034 1.6704 6.0057 -0.505 -1.657 0.124
O 1.1363 1.1254 7.6586 0.499 -0.869 -1.198
H 1.7051 -1.1230 7.3587 -0.135 -0.077 -0.409
H 3.2031 -0.7918 6.4636 -0.238 0.122 -0.629
H 1.5344 -0.7104 5.5805 0.551 -1.196 -0.198
C 4.2115 2.6948 -0.0004 1.756 0.177 0.457
N 4.4582 4.1534 0.2561 0.937 1.551 -0.582
O 4.6578 4.5159 1.4145 -0.760 -0.544 -1.393
O 4.6665 4.8691 -0.7471 -0.693 -1.288 1.787
H 5.1982 2.3666 0.3264 0.133 -0.532 -0.038
H 4.2081 2.5199 -1.0763 -0.854 0.115 0.259
H 3.5378 2.2079 0.7047 -0.521 0.519 -0.496
C 3.3200 -1.4134 -0.7451 -0.349 -0.357 0.489
N 2.1823 -2.2239 -0.2274 -2.284 -1.654 -1.124
O 1.4328 -2.8733 -0.9981 1.773 1.434 0.983
O 2.0121 -2.2208 0.9744 0.271 0.250 -0.193
H 4.0002 -1.5854 0.0891 0.590 0.534 -0.573
H 2.9486 -0.3893 -0.7816 0.108 0.002 0.100
H 3.6412 -1.7453 -1.7324 -0.112 -0.142 0.283
C -0.7984 -0.6483 1.1107 -1.149 0.037 -1.052
O -1.3137 0.6559 0.7130 1.132 1.845 0.458
P -0.2756 1.9203 0.7754 0.345 -1.988 -1.840
O -0.8023 3.2674 0.5520 -0.431 -0.486 -0.350
O 0.8814 1.4035 -0.2856 -0.568 0.158 2.426
C 0.7645 1.6500 -1.6649 -0.447 0.977 -0.559
O 0.4413 1.7064 2.1389 1.312 -0.489 -0.786
C -0.2718 1.8962 3.3279 -0.583 0.554 1.272
H -0.4202 -1.1268 0.2073 0.076 -0.114 0.019
H -1.7476 -1.1065 1.3886 0.534 -0.597 0.393
H -0.0189 -0.6846 1.8718 -0.311 0.450 0.099
H 1.7159 1.4190 -2.1440 -0.140 -0.099 0.040
H 0.5523 2.7113 -1.7946 0.156 0.045 -0.258
H -0.0557 1.0994 -2.1255 0.108 -0.344 0.067
H -0.1938 1.0224 3.9747 0.318 0.041 -0.120
H -1.3403 2.0510 3.1775 -0.034 0.104 -0.211
H 0.1544 2.7822 3.7986 -0.173 -0.172 0.305
C 1.7252 6.3525 -1.4438 0.438 0.590 -0.087
C 0.6317 5.9591 -2.4075 0.242 0.385 0.317
O 1.0880 5.7873 -3.7876 1.011 -2.661 -0.005
C 1.9199 4.7017 -4.0000 0.130 0.341 3.872
O 2.4108 3.9725 -3.1175 -1.917 1.958 -2.757
C 2.4303 4.6244 -5.4304 -1.097 -0.161 0.416
F 2.6065 3.3660 -5.7721 -1.388 -1.351 -0.929
F 1.6727 5.3311 -6.2847 0.267 -0.769 0.019
F 3.6338 5.0733 -5.4279 2.521 2.228 -0.111
H 2.3219 5.5680 -0.9786 -0.547 -0.160 -0.102
H 1.2193 6.9723 -0.7036 0.305 -0.102 0.331
H 2.4624 6.9807 -1.9437 -0.076 0.237 -0.074
H -0.0678 6.7915 -2.4833 0.013 -0.148 -0.212
H 0.0971 5.1117 -1.9783 -0.033 -0.382 -0.670
C 5.1791 2.0890 -3.9931 -0.115 -0.948 -1.625
C 5.5990 0.7382 -4.6422 -1.260 1.083 2.424
O 6.7757 0.9340 -5.3682 0.994 0.011 -1.173
C 7.5453 -0.1148 -5.6090 0.005 -1.725 0.463
O 7.3424 -1.2429 -5.2162 0.393 1.209 -0.638
C 8.8275 0.2824 -6.4229 0.840 -0.380 0.056
F 9.8310 0.6121 -5.5598 -0.585 -0.809 -0.349
F 9.2698 -0.6899 -7.2826 -0.656 0.773 1.470
F 8.6184 1.3554 -7.1396 -0.428 0.767 -0.717
H 4.7830 2.7538 -4.7608 -0.112 -0.024 0.117
H 6.0048 2.6311 -3.5325 -0.159 -0.415 0.497
H 4.3549 1.7413 -3.3702 0.046 0.796 0.505
H 4.7409 0.3293 -5.1757 0.398 0.015 -0.718
H 5.7229 0.0752 -3.7860 0.642 -0.398 -0.272
C -4.0643 -0.9409 2.9593 1.664 -1.333 -1.273
C -5.4719 -0.8340 3.3036 -0.883 2.462 1.512
O -6.3387 -1.6934 2.6291 -2.483 -2.324 -2.432
C -6.7555 -1.4599 1.3103 3.582 2.936 1.912
O -6.2447 -0.5225 0.7142 -1.776 -2.094 0.120
C -7.8234 -2.4330 0.7487 -1.210 1.856 -1.051
F -8.2330 -3.2927 1.6359 -0.002 -0.736 0.329
F -8.9188 -1.6873 0.3433 0.949 -0.349 0.835
F -7.4228 -3.0160 -0.3748 0.609 -0.442 0.406
H -3.8235 -0.7966 1.9061 -0.110 0.351 -0.016
H -3.9074 -2.0011 3.1583 0.825 -0.259 -0.093
H -3.3811 -0.3771 3.5945 -0.361 0.166 0.010
H -5.8787 0.1770 3.2835 0.076 0.149 -0.333
H -5.4607 -1.1083 4.3584 -0.848 -0.284 0.011
C -1.9466 3.2114 -3.5290 0.918 0.049 0.934
C -3.2224 2.4297 -3.6126 -0.926 0.257 -2.260
O -3.3028 1.3515 -2.6991 0.689 -1.437 1.205
C -3.0034 0.0616 -3.0643 -0.949 3.033 -5.594
O -2.7760 -0.2544 -4.2377 0.268 0.390 3.321
C -3.5337 -0.8834 -2.0765 -0.752 -2.717 1.003
F -4.8189 -1.1485 -2.3241 -0.897 1.400 0.228
F -3.0269 -2.1157 -2.2861 1.463 0.375 0.885
F -3.3837 -0.4502 -0.8203 0.040 -0.648 -0.440
H -1.0694 2.6131 -3.7753 -0.095 -0.238 -0.181
H -1.7967 3.5171 -2.4935 -0.011 0.043 0.210
H -1.8569 4.1311 -4.1071 -0.613 -0.165 -0.302
H -3.4474 2.0785 -4.6197 0.763 -0.577 -0.218
H -4.1188 3.0453 -3.5369 0.079 0.183 1.208
C 0.2912 -8.4027 2.7020 -0.228 1.743 0.534
C -1.0462 -7.5517 2.8306 0.980 -1.581 -0.364
O -0.7233 -6.1706 2.7706 0.880 2.347 0.181
C -0.3280 -5.4336 3.8766 -0.969 -2.265 -2.496
O -0.5311 -5.7976 4.9711 0.095 0.196 1.889
C 0.4600 -4.1812 3.4377 0.619 -0.513 1.747
F 0.9203 -3.5486 4.5778 0.238 -0.965 -1.330
F 1.4554 -4.6145 2.6427 -0.156 0.807 0.647
F -0.2640 -3.2856 2.8364 -0.722 0.605 -1.122
H 1.0722 -7.7273 3.0514 0.141 -0.070 0.586
H 0.6397 -8.5208 1.6759 -0.677 -0.564 -0.124
H 0.3396 -9.2989 3.3204 -0.244 -0.032 -0.368
H -1.6398 -7.7928 3.7124 0.228 0.062 0.062
H -1.6343 -7.7434 1.9331 -0.207 0.241 0.194